Record 1
C31H51HfNO5PSTe | the ωB97M-V functional and the def2-TZVPD basis

Summary:
E_HOMO (eV): -10.32
Electronic energy (eV): -73425.96707
Maximum force (Eh/bohr): 0.0484

ORCA input file:
```
! RIJCOSX wB97M-V def2-TZVPD def2/J DEFGRID3
* xyz 1 1
Hf -1.524 0.207 -1.509
C -4.169 -0.419 1.853
C -4.006 -0.054 0.386
C -5.352 -0.066 -0.337
O -3.060 -0.979 -0.246
C -3.413 1.374 0.230
O -3.653 2.221 1.048
O -2.708 1.553 -0.861
H -4.887 -1.232 1.974
H -4.521 0.450 2.403
H -3.211 -0.730 2.271
H -5.665 -1.095 -0.530
H -5.309 0.466 -1.287
H -6.100 0.413 0.293
H -3.467 -1.851 -0.248
O -0.426 0.379 0.296
P 0.639 0.145 1.383
C 1.857 1.510 1.250
C 2.188 1.784 -0.226
C 3.375 2.743 -0.291
C 4.656 2.035 0.174
C 4.354 0.978 1.249
C 3.141 1.359 2.099
C 1.363 -1.515 1.031
C 0.222 -2.549 0.872
C 0.051 -3.370 2.149
C 1.291 -4.242 2.398
C 2.569 -3.543 1.906
C 2.417 -2.026 2.028
C -0.245 0.199 2.992
C 0.575 0.010 4.293
C 0.627 1.283 5.140
C -0.777 1.749 5.546
C -1.788 1.543 4.403
C -1.069 1.493 3.059
H 1.293 2.370 1.627
H 1.320 2.213 -0.727
H 2.443 0.858 -0.750
H 3.165 3.599 0.356
H 3.502 3.119 -1.306
H 5.364 2.775 0.550
H 5.132 1.543 -0.675
H 5.219 0.852 1.901
H 4.169 0.016 0.764
H 3.350 2.309 2.595
H 3.004 0.614 2.883
H 1.834 -1.372 0.050
H 0.456 -3.219 0.043
H -0.712 -2.050 0.614
H -0.836 -4.001 2.068
H -0.103 -2.698 2.997
H 1.179 -5.203 1.894
H 1.375 -4.444 3.467
H 2.776 -3.805 0.866
H 3.421 -3.868 2.504
H 3.376 -1.540 1.855
H 2.112 -1.814 3.053
H -0.954 -0.633 2.900
H 1.596 -0.301 4.083
H 0.113 -0.782 4.889
H 1.141 2.069 4.583
H 1.219 1.084 6.034
H -0.734 2.803 5.823
H -1.109 1.197 6.426
H -2.528 2.343 4.387
H -2.331 0.604 4.546
H -0.427 2.371 2.960
H -1.785 1.530 2.248
C 1.774 0.697 -7.248
C 0.654 0.410 -6.290
C -0.055 1.452 -5.687
C -1.155 1.227 -4.877
C -1.853 2.414 -4.267
C -1.590 -0.098 -4.651
Te -3.329 -0.454 -3.493
C -0.845 -1.168 -5.196
C -1.331 -2.589 -5.113
C 0.256 -0.881 -6.025
H 2.304 1.607 -6.973
H 1.363 0.838 -8.250
H 2.479 -0.130 -7.292
H 0.246 2.475 -5.881
H -1.383 3.335 -4.607
H -1.801 2.390 -3.173
H -2.904 2.442 -4.555
H -1.548 -2.880 -4.087
H -0.591 -3.276 -5.521
H -2.252 -2.686 -5.689
H 0.780 -1.706 -6.495
O 0.207 0.504 -2.484
S 0.295 -1.023 -2.856
N -0.733 -1.666 -1.990
*
```

***

Record 2
C3H4NO | the ωB97M-V functional and the def2-TZVPD basis

Summary:
E_HOMO (spin up / spin down) (eV): -15.52 / -14.84
Electronic energy (eV): -6699.21266
Maximum force (Eh/bohr): 0.0957

ORCA input file:
```
! RIJCOSX wB97M-V def2-TZVPD def2/J DEFGRID3
* xyz 1 1
C -1.055 0.304 -0.153
C 0.232 1.004 -0.133
C 1.935 -0.635 -0.135
N -1.039 -0.949 -0.145
O 1.273 0.304 -0.124
H -1.875 0.905 -0.051
H 0.396 1.986 0.161
H 1.981 -1.399 0.556
H -1.849 -1.519 0.024
*
```

***

Look up the electronic energy of the second one.
-6699.21266 eV

***

Which of these has the highest electronic energy?
C3H4NO

***

Look up the electronic energy of the first one.
-73425.96707 eV